(1)
{"formula": "H10O5", "method": "ωB97M-V/def2-TZVPD", "smiles": "O.O.O.O.O", "gap_ev": 10.862, "charge": 0, "relative_energy_kcal_mol": 34.0, "elements": ["O", "H", "H", "O", "H", "H", "O", "H", "H", "O", "H", "H", "O", "H", "H"], "positions_angstrom": [[0.189, -1.615, 0.711], [-0.209, -2.488, 0.800], [-0.551, -1.043, 0.478], [2.058, -2.435, -0.635], [2.544, -3.102, -0.137], [1.734, -1.828, 0.040], [3.135, 1.921, 0.011], [3.655, 1.298, 0.530], [2.222, 1.666, 0.182], [-4.664, -0.083, -0.104], [-4.695, -0.430, -1.003], [-5.266, -0.653, 0.388], [-0.425, 2.363, -0.149], [-1.251, 2.519, -0.619], [-0.529, 2.850, 0.676]]}

---

(2)
{"formula": "C4H12NO3", "method": "ωB97M-V/def2-TZVPD", "gap_ev": 6.870, "charge": -1, "relative_energy_kcal_mol": 76.2, "elements": ["C", "C", "C", "O", "N", "C", "O", "H", "H", "H", "H", "H", "H", "H", "H", "H", "H", "H", "H", "O"], "positions_angstrom": [[0.501, 0.362, -0.194], [0.236, -0.728, -1.170], [0.963, -2.035, -1.005], [1.101, -2.632, 0.247], [-0.353, 0.097, 1.063], [-0.363, 1.272, 1.886], [-0.774, 2.409, 1.266], [1.465, 0.474, 0.406], [0.470, 1.388, -0.597], [-0.835, -1.041, -1.365], [0.630, -0.456, -2.264], [0.203, -2.870, -1.444], [2.023, -1.883, -1.178], [1.118, -2.032, 1.010], [-1.237, -0.159, 0.701], [-0.942, 1.133, 2.797], [0.887, 1.410, 2.138], [-2.194, 1.222, -1.238], [-1.244, 2.169, -0.116], [-1.655, 1.901, -0.946]]}

---

(3)
{"formula": "C22H22Cl46F3N4O", "method": "ωB97M-V/def2-TZVPD", "gap_ev": 8.784, "charge": 1, "elements": ["C", "C", "N", "C", "C", "N", "C", "F", "F", "F", "C", "N", "C", "O", "N", "Cl", "H", "H", "H", "H", "H", "H", "H", "C", "Cl", "Cl", "Cl", "H", "C", "Cl", "Cl", "Cl", "H", "C", "Cl", "Cl", "Cl", "H", "C", "Cl", "Cl", "Cl", "H", "C", "Cl", "Cl", "Cl", "H", "C", "Cl", "Cl", "Cl", "H", "C", "Cl", "Cl", "Cl", "H", "C", "Cl", "Cl", "Cl", "H", "C", "Cl", "Cl", "Cl", "H", "C", "Cl", "Cl", "Cl", "H", "C", "Cl", "Cl", "Cl", "H", "C", "Cl", "Cl", "Cl", "H", "C", "Cl", "Cl", "Cl", "H", "C", "Cl", "Cl", "Cl", "H", "C", "Cl", "Cl", "Cl", "H"], "positions_angstrom": [[-2.209, 4.007, -2.354], [-2.580, 3.095, -3.513], [-3.267, 3.786, -4.638], [-4.356, 4.504, -4.192], [-4.413, 5.849, -4.088], [-5.679, 6.168, -3.587], [-6.166, 7.514, -3.298], [-6.381, 7.653, -2.006], [-7.267, 7.734, -3.973], [-5.217, 8.353, -3.656], [-6.336, 5.049, -3.380], [-7.614, 4.926, -2.865], [-7.644, 4.423, -1.731], [-7.610, 3.906, -0.714], [-5.585, 4.008, -3.750], [-6.066, 2.403, -3.688], [-1.547, 3.502, -1.670], [-1.766, 4.935, -2.709], [-3.076, 4.301, -1.758], [-1.709, 2.590, -3.904], [-3.275, 2.365, -3.128], [-2.649, 4.429, -5.114], [-3.611, 6.510, -4.338], [-0.403, 2.781, 1.740], [0.086, 2.326, 0.090], [0.319, 4.312, 2.238], [-2.163, 2.844, 1.850], [-0.047, 2.011, 2.413], [-4.280, -0.783, -1.952], [-3.776, -1.276, -3.568], [-3.562, 0.752, -1.468], [-6.043, -0.665, -1.896], [-3.955, -1.541, -1.250], [0.504, -1.101, 2.160], [-0.580, -0.564, 3.439], [-0.387, -1.377, 0.656], [1.780, 0.090, 1.910], [0.957, -2.034, 2.464], [-2.157, 0.127, -7.253], [-1.041, 1.198, -6.411], [-2.133, -1.482, -6.538], [-3.793, 0.792, -7.250], [-1.827, 0.046, -8.279], [-5.414, -0.546, 1.834], [-6.494, -1.781, 2.480], [-5.335, 0.848, 2.909], [-3.797, -1.206, 1.569], [-5.809, -0.219, 0.882], [0.201, 6.964, -1.099], [0.540, 7.201, -2.819], [-1.356, 7.686, -0.672], [0.224, 5.253, -0.683], [0.973, 7.468, -0.532], [3.583, -3.186, 4.367], [3.341, -3.196, 2.608], [2.456, -2.064, 5.157], [3.403, -4.794, 5.056], [4.588, -2.836, 4.560], [-3.055, 2.317, 6.027], [-2.974, 0.791, 5.146], [-1.714, 3.373, 5.589], [-4.604, 3.114, 5.728], [-2.983, 2.103, 7.084], [6.666, -6.744, 2.294], [5.625, -5.326, 2.473], [6.857, -7.163, 0.591], [8.233, -6.474, 3.050], [6.188, -7.576, 2.793], [1.616, 2.015, -9.739], [1.375, 3.017, -8.305], [0.287, 0.869, -9.954], [1.803, 3.015, -11.174], [2.526, 1.447, -9.601], [-3.020, -5.432, 1.261], [-4.096, -4.902, 2.551], [-3.917, -5.695, -0.236], [-1.725, -4.257, 1.008], [-2.573, -6.371, 1.557], [12.196, -7.577, 2.318], [11.897, -6.745, 3.846], [10.941, -8.766, 1.995], [12.310, -6.419, 0.988], [13.142, -8.093, 2.393], [2.091, 1.668, 6.263], [1.626, 3.366, 6.377], [0.666, 0.619, 6.306], [3.022, 1.391, 4.793], [2.712, 1.431, 7.116], [0.010, -3.392, 7.891], [-1.181, -3.546, 9.181], [0.535, -4.979, 7.335], [-0.640, -2.443, 6.551], [0.871, -2.869, 8.286], [13.332, -9.854, -0.902], [14.659, -10.393, -1.928], [11.810, -10.588, -1.404], [13.666, -10.214, 0.795], [13.239, -8.781, -1.004]]}

---

(4)
{"formula": "C19H20N2O5S2", "method": "ωB97M-V/def2-TZVPD", "smiles": "O=C(COC(=O)/C=C/c1cccs1)Nc1cccc(S(=O)(=O)N2CCCC2)c1", "gap_ev": 8.107, "charge": 0, "relative_energy_kcal_mol": 0.1, "elements": ["O", "C", "C", "O", "C", "O", "C", "C", "C", "C", "C", "C", "S", "N", "C", "C", "C", "C", "C", "S", "O", "O", "N", "C", "C", "C", "C", "C", "H", "H", "H", "H", "H", "H", "H", "H", "H", "H", "H", "H", "H", "H", "H", "H", "H", "H", "H", "H"], "positions_angstrom": [[-3.091, -0.658, 4.714], [-2.154, -0.527, 3.962], [-0.922, -1.425, 4.022], [-0.586, -1.872, 2.720], [0.681, -1.662, 2.285], [1.543, -1.178, 2.983], [0.806, -2.036, 0.887], [1.927, -1.762, 0.194], [2.107, -1.974, -1.198], [3.203, -1.621, -1.955], [3.047, -1.907, -3.315], [1.838, -2.479, -3.590], [0.869, -2.672, -2.200], [-2.166, 0.406, 2.971], [-1.102, 0.784, 2.129], [0.057, 1.334, 2.672], [1.117, 1.685, 1.853], [1.024, 1.507, 0.483], [-0.142, 0.992, -0.051], [-0.261, 0.744, -1.828], [1.068, 0.624, -2.350], [-1.199, -0.311, -2.066], [-0.910, 2.123, -2.501], [-2.258, 2.460, -2.097], [-2.120, 3.507, -0.976], [-0.703, 4.083, -1.153], [-0.123, 3.329, -2.364], [-1.205, 0.630, 0.749], [-0.062, -0.903, 4.460], [-1.170, -2.291, 4.644], [-0.063, -2.474, 0.421], [2.758, -1.312, 0.725], [4.079, -1.161, -1.532], [3.789, -1.696, -4.064], [1.463, -2.795, -4.543], [-3.071, 0.826, 2.798], [0.130, 1.470, 3.740], [2.017, 2.087, 2.289], [1.844, 1.737, -0.178], [-2.772, 1.550, -1.797], [-2.774, 2.887, -2.962], [-2.884, 4.276, -1.069], [-2.224, 3.041, 0.003], [-0.100, 3.902, -0.263], [-0.721, 5.155, -1.337], [0.924, 3.054, -2.258], [-0.242, 3.917, -3.279], [-2.083, 0.189, 0.301]]}

---

(5)
{"formula": "C2H9N3O", "method": "ωB97M-V/def2-TZVPD", "gap_ev": [2.742, 8.626], "s2": 0.750, "multiplicity": 2, "charge": -1, "relative_energy_kcal_mol": 25.8, "elements": ["C", "N", "C", "N", "N", "H", "H", "H", "H", "H", "H", "H", "H", "H", "O"], "positions_angstrom": [[0.005, 0.596, -1.531], [0.288, 0.815, -0.029], [0.893, -0.305, 0.657], [2.198, -0.139, 1.189], [0.126, -1.441, 0.812], [-0.556, -0.408, -1.634], [0.927, 0.421, -2.033], [-0.605, 1.402, -1.872], [0.840, 1.612, 0.174], [2.929, 0.400, 0.646], [2.608, -1.050, 1.525], [-0.967, -1.203, 0.638], [-2.220, 0.048, 0.770], [-3.533, -0.665, 0.603], [-2.932, -0.081, 0.084]]}

---

(6)
{"formula": "C8H11ClF9HgOSm", "method": "ωB97M-V/def2-TZVPD", "gap_ev": [3.884, 3.955], "s2": 8.771, "multiplicity": 6, "charge": -2, "relative_energy_kcal_mol": 183.0, "elements": ["Sm", "Cl", "C", "H", "H", "H", "Hg", "C", "C", "C", "H", "H", "H", "H", "H", "H", "H", "H", "F", "C", "F", "F", "C", "O", "C", "F", "F", "F", "C", "F", "F", "F"], "positions_angstrom": [[0.046, -0.077, 0.142], [-0.279, 1.780, -1.218], [-1.884, -0.211, 0.709], [-1.850, -0.683, 1.695], [-2.473, -0.828, 0.033], [-2.353, 0.775, 0.810], [0.483, 0.292, -2.777], [2.412, 0.808, -3.252], [-0.749, 0.104, -4.381], [0.341, -1.236, -1.412], [-1.132, -0.930, -4.394], [-1.589, 0.816, -4.336], [-0.135, 0.294, -5.275], [3.075, 0.001, -2.896], [2.455, 0.877, -4.351], [2.708, 1.767, -2.796], [-0.441, -1.951, -1.534], [1.351, -1.601, -1.322], [1.297, -2.027, 3.419], [1.318, -0.724, 3.852], [1.472, -0.713, 5.216], [2.406, -0.109, 3.283], [0.001, 0.000, 3.414], [0.010, 0.005, 2.040], [-1.231, -0.731, 4.072], [-1.101, -0.771, 5.440], [-2.409, -0.078, 3.795], [-1.320, -2.024, 3.614], [0.031, 1.492, 3.879], [0.102, 1.589, 5.247], [1.115, 2.136, 3.334], [-1.101, 2.138, 3.446]]}